{"formula": "C20H14N4O6V", "method": "ωB97M-V/def2-TZVPD", "orbital_gap_ha": 0.2060, "charge": 3, "largest_force_ha_per_bohr": 0.0238, "e_lumo_ev": -12.416, "elements": ["C", "C", "C", "C", "N", "C", "C", "C", "C", "H", "C", "C", "H", "H", "H", "C", "C", "C", "H", "N", "O", "N", "H", "O", "C", "C", "C", "O", "H", "H", "O", "H", "H", "N", "H", "H", "C", "C", "O", "C", "O", "C", "H", "H", "V"], "coordinates": [[-0.0463, -1.5307, -3.0193], [-4.2035, -2.4348, -1.4066], [-3.3353, -3.0252, -0.4789], [2.4006, 1.2923, 5.2419], [-1.8064, -1.1718, -0.7463], [1.5306, 2.1124, 4.5645], [1.1172, 2.4869, -3.3177], [-1.2303, -2.7839, 0.8570], [1.0452, 1.7510, -2.1519], [1.6050, 3.4530, -3.3287], [-2.1705, -2.3687, -0.1807], [2.0982, -0.5427, 3.7344], [2.8824, 1.6761, 6.1336], [-0.1116, 0.0635, -5.3754], [-1.4017, -3.5344, 1.6244], [0.8892, 1.6302, 3.4320], [0.1589, 0.5881, -4.4674], [-3.8682, -1.2146, -1.9477], [2.9804, 3.1377, 0.0093], [0.4687, 0.5520, -2.1158], [0.0555, 2.4385, 2.8098], [-0.1958, -2.0509, 0.8427], [1.3127, 3.1176, 4.8991], [-0.3104, 0.3749, 1.0586], [0.5592, -0.2244, 1.8784], [1.8078, 1.9549, -0.8871], [0.6085, 1.9099, -4.4823], [1.8730, 1.0274, -0.0781], [3.3932, -0.6387, 5.4033], [-4.5303, -0.7065, -2.6359], [-0.5367, -2.3576, -3.6750], [-3.5759, -3.9662, -0.0008], [-5.1301, -2.9252, -1.6747], [0.9257, -1.5582, 1.3374], [-2.3817, 0.3530, -2.0058], [0.6495, 2.4557, -5.4165], [0.1385, -0.0605, -3.2513], [-2.6558, -0.6122, -1.5997], [2.4132, 3.0938, -0.7820], [1.1664, 0.2807, 2.9786], [0.5062, -1.7795, -1.6888], [2.6964, -0.0436, 4.8308], [2.3037, -1.5496, 3.3982], [-0.4077, 1.9952, 2.0882], [0.3121, -0.6647, -0.4078]], "nbo_charge": [0.7660, -0.0849, -0.1283, 0.0176, -0.3965, -0.3046, -0.1464, 0.2255, 0.1042, 0.2909, 0.0982, -0.1089, 0.2643, 0.2910, 0.2944, 0.4765, -0.1385, -0.1783, 0.5420, -0.4161, -0.5717, -0.1276, 0.2799, -0.6133, 0.5520, 0.8272, -0.0732, -0.5935, 0.2714, 0.2789, -0.3542, 0.2776, 0.2813, -0.1674, 0.2306, 0.2841, 0.0893, 0.0830, -0.5728, -0.1870, -0.4714, -0.2216, 0.2509, 0.5119, 1.2675]}

=====

{"formula": "C20H14N4O8RbS", "method": "ωB97M-V/def2-TZVPD", "orbital_gap_ha": 0.2966, "charge": -1, "largest_force_ha_per_bohr": 0.0028, "e_lumo_ev": 2.188, "elements": ["O", "O", "H", "C", "H", "C", "C", "C", "O", "C", "N", "C", "C", "H", "C", "C", "C", "H", "O", "Rb", "C", "O", "C", "C", "H", "N", "H", "O", "C", "C", "C", "H", "C", "H", "H", "H", "H", "H", "N", "O", "C", "H", "C", "S", "C", "H", "O", "N"], "coordinates": [[2.6755, 1.5702, -3.1103], [3.1485, -1.3006, 2.0322], [-2.3678, 4.0487, -1.0697], [0.5201, -0.0126, -6.9437], [-0.1676, -0.8311, 6.6886], [-0.9341, 2.3335, 0.2270], [0.6736, -1.9707, -5.5276], [1.2001, -1.5101, -3.0179], [1.1922, -2.6864, -2.6503], [-2.3932, 1.6193, 1.9738], [1.3990, -0.4373, -2.2277], [-2.0335, 2.5789, 1.0340], [-0.7100, -2.0731, 5.0244], [0.5957, 0.9163, -0.2487], [1.0062, 0.2290, -4.6422], [1.6093, -1.3182, 3.8755], [0.4576, -1.3941, -6.7731], [0.6249, -3.0413, -5.3776], [3.6591, -0.1152, 3.8537], [0.8375, -2.2466, 0.2224], [-0.3253, -2.5312, 3.7593], [-2.3035, -3.7825, 3.5729], [1.3106, -0.8081, 5.1277], [-1.6609, 0.4455, 2.0402], [-3.4019, 5.2622, -0.3977], [0.8193, -2.1555, 3.2069], [0.2351, -2.0239, -7.6255], [-0.8876, -3.7677, 1.8112], [-1.2699, -3.4692, 2.9607], [0.1130, -1.2049, 5.7115], [0.9495, -1.1342, -4.4615], [-1.9351, -0.3403, 2.7360], [-0.2531, 1.1360, 0.3851], [4.4100, 0.0863, 3.2771], [-1.6577, -2.4211, 5.4105], [0.3465, 0.4101, -7.9254], [-0.5799, 3.0253, -0.5244], [1.9868, -0.1250, 5.6199], [-0.6072, 0.1994, 1.2592], [-3.5607, 4.2227, 1.8412], [0.7995, 0.8246, -5.8699], [0.8503, 1.8993, -5.9853], [-2.8616, 3.8272, 0.9269], [1.3785, 0.9419, -3.0578], [2.8573, -0.9392, 3.1428], [-3.2422, 1.7905, 2.6205], [0.2841, 1.7946, -2.6402], [-2.7870, 4.4785, -0.2649]], "nbo_charge": [-0.9571, -0.5966, 0.4040, -0.2104, 0.2094, -0.2295, -0.1685, 0.6244, -0.6824, -0.2158, -0.9410, -0.1224, -0.2037, 0.2199, -0.2295, 0.0400, -0.2162, 0.2309, -0.6878, 0.9566, 0.1073, -0.7340, -0.2183, 0.0341, 0.3995, -0.3956, 0.2072, -0.7786, 0.7286, -0.1968, -0.1508, 0.2077, 0.0507, 0.4963, 0.2517, 0.2073, 0.2342, 0.2267, -0.4477, -0.6138, -0.2201, 0.2238, 0.6571, 2.2943, 0.7719, 0.2359, -0.9857, -0.8169]}

=====

Number 1: HOMO energy -18.021 eV. Number 2: HOMO energy -5.882 eV.